The following is a DFT calculation (ωB97M-V/def2-TZVPD) of the molecule C24H35N3O6.

The geometry in ORCA input format:
```
! wB97M-V def2-TZVPD RIJCOSX def2/J DEFGRID3
* xyz 0 1
C -0.018 -4.162 2.893
C -0.478 -3.444 1.624
C -0.798 -4.451 0.521
C -1.680 -2.555 1.928
O 0.681 -2.649 1.246
C 0.681 -1.880 0.160
O -0.251 -1.693 -0.599
N 1.913 -1.340 -0.016
C 2.171 -0.254 -0.955
C 2.163 -0.773 -2.401
C 2.358 0.331 -3.405
C 3.528 1.082 -3.401
C 3.711 2.109 -4.308
C 2.728 2.399 -5.239
C 1.566 1.647 -5.262
C 1.384 0.620 -4.352
C 1.156 0.853 -0.625
O 1.274 1.493 0.410
N 0.143 1.025 -1.473
C -1.012 1.820 -1.118
C -1.800 2.106 -2.403
O -2.055 0.934 -3.129
C -1.836 1.036 -0.055
O -2.501 -0.066 -0.638
C -2.860 1.909 0.636
C -2.454 3.134 1.389
C -2.971 1.945 2.147
C -2.144 1.095 3.062
O -2.682 0.334 3.848
N -0.799 1.220 2.994
C 0.070 0.470 3.843
C 1.309 1.112 4.388
C 1.411 0.051 3.329
H -0.798 -4.830 3.244
H 0.881 -4.740 2.692
H 0.201 -3.436 3.670
H -1.617 -5.090 0.838
H -1.090 -3.936 -0.391
H 0.072 -5.070 0.312
H -1.409 -1.767 2.627
H -2.465 -3.154 2.380
H -2.076 -2.101 1.025
H 2.571 -1.503 0.729
H 3.159 0.146 -0.710
H 1.230 -1.307 -2.587
H 2.978 -1.498 -2.489
H 4.306 0.858 -2.686
H 4.625 2.685 -4.290
H 2.870 3.202 -5.946
H 0.796 1.860 -5.988
H 0.473 0.039 -4.393
H 0.004 0.406 -2.258
H -0.665 2.757 -0.674
H -1.205 2.749 -3.059
H -2.731 2.627 -2.145
H -2.544 0.343 -2.529
H -1.114 0.670 0.684
H -1.844 -0.778 -0.740
H -3.798 1.936 0.095
H -3.087 4.007 1.330
H -1.404 3.375 1.455
H -3.982 2.005 2.531
H -0.345 1.828 2.328
H -0.499 -0.196 4.479
H 1.606 0.873 5.397
H 1.523 2.129 4.096
H 1.788 -0.925 3.596
H 1.677 0.381 2.336
*
```

Output
Structure (SMILES): CC(C)(C)OC(=O)N[C@@H](Cc1ccccc1)C(=O)N[C@@H](CO)[C@H](O)[C@@H]1C[C@@H]1C(=O)NC1CC1
Lowest unoccupied orbital energy in hartree: 0.0210
Calculated total energy in eV: -42212.526


The following is a DFT calculation (ωB97M-V/def2-TZVPD) of a structure of composition C24H35N8O4PRbS.

The geometry in ORCA input format:
```
! wB97M-V def2-TZVPD RIJCOSX def2/J DEFGRID3
* xyz -1 1
Rb 1.110 -0.442 -0.873
O 5.359 1.589 1.132
C 4.446 1.015 0.485
N 3.199 0.809 0.839
C 2.931 1.312 2.158
C 1.566 0.949 2.692
C 1.037 1.663 3.773
C -0.189 1.302 4.295
C -0.880 0.242 3.720
C -0.288 -0.406 2.649
N 0.904 -0.073 2.155
C 4.834 0.488 -0.895
C 6.078 0.850 -1.411
C 6.455 0.385 -2.657
C 5.585 -0.439 -3.359
C 4.372 -0.756 -2.770
N 4.001 -0.308 -1.570
H 3.039 2.406 2.216
H 3.673 0.938 2.886
H 1.598 2.493 4.187
H -0.609 1.843 5.136
H -1.847 -0.075 4.089
H -0.784 -1.233 2.148
H 6.704 1.486 -0.801
H 7.415 0.659 -3.079
H 5.833 -0.828 -4.338
H 3.653 -1.393 -3.277
O -1.331 -2.586 -0.212
C -1.004 -3.925 -0.434
C 0.453 -4.274 -0.183
C 0.839 -5.614 -0.131
C 2.172 -5.921 0.058
C 3.086 -4.885 0.199
C 2.611 -3.587 0.142
N 1.325 -3.286 -0.045
H -1.364 -2.148 -1.109
H -1.235 -4.210 -1.470
H -1.618 -4.560 0.215
H 0.094 -6.393 -0.244
H 2.498 -6.954 0.097
H 4.140 -5.074 0.348
H 3.285 -2.741 0.246
O 0.976 -2.033 -3.552
S -0.442 -1.705 -3.838
N -1.445 -1.640 -2.769
C -4.146 3.417 -1.642
N -2.891 2.705 -1.589
C -2.262 2.463 -2.876
P -2.454 1.806 -0.256
O -1.037 1.409 -0.374
N -2.707 2.711 1.110
C -3.960 2.875 1.810
C -1.611 3.512 1.630
N -3.617 0.629 -0.117
C -3.526 -0.285 1.019
C -4.122 -0.026 -1.322
H -4.014 4.357 -2.186
H -4.489 3.657 -0.637
H -4.937 2.847 -2.148
H -2.038 3.417 -3.364
H -2.903 1.876 -3.545
H -1.335 1.916 -2.726
H -4.727 2.249 1.360
H -4.299 3.919 1.783
H -3.849 2.590 2.863
H -0.692 3.255 1.110
H -1.467 3.304 2.694
H -1.815 4.583 1.507
H -3.086 0.228 1.874
H -2.912 -1.159 0.785
H -4.532 -0.620 1.292
H -4.297 0.707 -2.107
H -5.078 -0.500 -1.082
H -3.435 -0.782 -1.711
*
```

Output
Lowest unoccupied orbital energy in hartree: 0.0824
Calculated total energy in eV: -66350.915


What did we get for M? Answer: 461.6 648.1 Da, in the order shown.
What did we get for energy relative to the best compared isomer or geometry (same formula, charge and spin)? Answer: 22.2 1.5 kcal per mole, in the order shown.